(1)
C34H36Br2ClF9N3O27P | ωB97M-V/def2-TZVPD

Cartesian coordinates (Å):
C 1.12 -0.76 -5.36
C 1.37 -0.50 -3.87
Br 3.22 -0.03 -3.48
C 0.79 -1.56 -2.94
Br 0.38 -0.65 -1.26
C 1.60 -2.88 -2.72
C 2.43 -3.24 -3.87
N 3.01 -3.38 -4.85
P 2.81 -2.96 -1.25
N 3.31 -4.45 -1.13
C 0.69 -4.11 -2.48
Cl -0.41 -3.96 -1.09
C -0.10 -4.40 -3.69
N -0.62 -4.65 -4.68
H 1.05 -1.82 -5.59
H 1.86 -0.26 -5.98
H 0.14 -0.33 -5.59
H 0.83 0.41 -3.63
H -0.17 -1.84 -3.38
H 2.12 -2.56 -0.11
H 3.87 -2.08 -1.52
H 4.31 -4.52 -1.27
H 1.31 -4.99 -2.29
C -2.54 -1.68 2.07
C -3.10 -0.68 3.06
O -2.25 0.45 2.86
C -1.82 0.40 1.58
O -1.31 1.31 1.00
O -2.05 -0.81 1.04
F -2.97 -1.10 4.33
H -1.71 -2.24 2.50
H -3.28 -2.36 1.67
H -4.13 -0.38 2.87
C -1.07 2.90 -2.26
C -0.98 4.35 -2.65
O 0.33 4.44 -3.19
C 0.65 3.21 -3.69
O 1.56 2.98 -4.41
O -0.22 2.28 -3.23
F -1.07 5.18 -1.58
H -0.68 2.72 -1.26
H -2.08 2.50 -2.33
H -1.70 4.67 -3.41
C 0.57 -7.86 -5.09
C 2.06 -8.03 -5.20
O 2.27 -9.29 -4.58
C 1.12 -10.02 -4.74
O 1.03 -11.18 -4.56
O 0.10 -9.21 -5.13
F 2.73 -7.08 -4.51
H 0.29 -7.40 -4.14
H 0.14 -7.28 -5.90
H 2.44 -8.07 -6.22
C 2.69 2.10 2.67
C 1.77 2.01 1.48
O 2.11 0.76 0.92
C 2.57 -0.03 1.93
O 2.70 -1.21 1.86
O 2.84 0.72 3.02
F 2.01 2.99 0.56
H 3.66 2.51 2.40
H 2.28 2.67 3.49
H 0.70 2.02 1.72
C -3.33 2.68 6.12
C -3.93 4.05 5.87
O -4.38 3.94 4.53
C -4.65 2.62 4.30
O -5.28 2.22 3.38
O -4.13 1.84 5.27
F -3.00 5.03 5.93
H -2.29 2.64 5.80
H -3.40 2.36 7.16
H -4.77 4.30 6.51
C -2.54 8.52 2.90
C -1.96 7.79 4.09
O -1.91 8.81 5.08
C -2.90 9.70 4.79
O -3.31 10.53 5.53
O -3.37 9.50 3.53
F -0.69 7.35 3.86
H -1.76 9.02 2.32
H -3.12 7.88 2.25
H -2.56 6.96 4.46
C 2.06 -7.00 0.50
C 2.58 -7.83 1.65
O 2.52 -6.92 2.73
C 1.53 -6.02 2.47
O 1.05 -5.29 3.26
O 1.16 -6.10 1.17
F 3.86 -8.22 1.46
H 2.86 -6.41 0.03
H 1.54 -7.58 -0.25
H 1.98 -8.71 1.89
C -2.79 -1.92 -2.70
C -4.17 -1.56 -2.20
O -4.21 -0.16 -2.40
C -3.37 0.14 -3.43
O -3.34 1.18 -4.00
O -2.57 -0.92 -3.71
F -4.32 -1.83 -0.88
H -2.04 -1.79 -1.92
H -2.73 -2.92 -3.12
H -4.99 -2.03 -2.75
C 2.69 6.50 2.28
C 4.14 6.85 2.06
O 4.78 6.19 3.14
C 4.02 5.12 3.47
O 4.37 4.21 4.15
O 2.79 5.22 2.91
F 4.36 8.18 2.16
H 2.21 7.20 2.96
H 2.11 6.44 1.36
H 4.56 6.49 1.12

As for the multiplicity: 1. Its max |F| is 0.0358 hartree/bohr. Its LUMO energy is -0.11 eV. The structure (SMILES) is C[C@H](Br)[C@H](Br)[C@@](C#N)([PH2]=N)[C@@H](Cl)C#N.O=C1OC[C@@H](F)O1.O=C1OC[C@@H](F)O1.O=C1OC[C@@H](F)O1.O=C1OC[C@@H](F)O1.O=C1OC[C@@H](F)O1.O=C1OC[C@@H](F)O1.O=C1OC[C@@H](F)O1.O=C1OC[C@@H](F)O1.O=C1OC[C@@H](F)O1.

These are the Löwdin partial charges, in e, on atoms 1 to 99: number 1, C, carries -0.10; number 2, C, carries -0.77; number 3, Br, carries 0.76; number 4, C, carries -0.64; number 5, Br, carries 0.88; number 6, C, carries -0.56; number 7, C, carries -0.29; number 8, N, carries 0.24; number 9, P, carries 0.80; number 10, N, carries -0.27; number 11, C, carries -0.66; number 12, Cl, carries 0.72; number 13, C, carries -0.26; number 14, N, carries 0.21; number 15, H, carries 0.06; number 16, H, carries 0.07; number 17, H, carries 0.09; number 18, H, carries 0.02; number 19, H, carries 0.08; number 20, H, carries -0.02; number 21, H, carries 0.00; number 22, H, carries -0.01; number 23, H, carries 0.09; number 24, C, carries -0.03; number 25, C, carries -0.30; number 26, O, carries 0.14; number 27, C, carries -0.55; number 28, O, carries 0.13; number 29, O, carries 0.03; number 30, F, carries 0.09; number 31, H, carries 0.15; number 32, H, carries 0.14; number 33, H, carries 0.17; number 34, C, carries -0.05; number 35, C, carries -0.30; number 36, O, carries 0.14; number 37, C, carries -0.54; number 38, O, carries 0.17; number 39, O, carries 0.02; number 40, F, carries 0.07; number 41, H, carries 0.13; number 42, H, carries 0.13; number 43, H, carries 0.18; number 44, C, carries -0.07; number 45, C, carries -0.31; number 46, O, carries 0.13; number 47, C, carries -0.55; number 48, O, carries 0.19; number 49, O, carries 0.07; number 50, F, carries 0.07; number 51, H, carries 0.13; number 52, H, carries 0.13; number 53, H, carries 0.17; number 54, C, carries -0.05; number 55, C, carries -0.30; number 56, O, carries 0.06; number 57, C, carries -0.55; number 58, O, carries 0.15; number 59, O, carries 0.09; number 60, F, carries 0.07; number 61, H, carries 0.14; number 62, H, carries 0.13; number 63, H, carries 0.15; number 64, C, carries -0.04; number 65, C, carries -0.31; number 66, O, carries 0.13; number 67, C, carries -0.55; number 68, O, carries 0.18; number 69, O, carries 0.07; number 70, F, carries 0.07; number 71, H, carries 0.15; number 72, H, carries 0.14; number 73, H, carries 0.18; number 74, C, carries -0.05; number 75, C, carries -0.31; number 76, O, carries 0.13; number 77, C, carries -0.54; number 78, O, carries 0.19; number 79, O, carries 0.07; number 80, F, carries 0.07; number 81, H, carries 0.14; number 82, H, carries 0.14; number 83, H, carries 0.16; number 84, C, carries -0.07; number 85, C, carries -0.31; number 86, O, carries 0.13; number 87, C, carries -0.55; number 88, O, carries 0.17; number 89, O, carries 0.03; number 90, F, carries 0.08; number 91, H, carries 0.10; number 92, H, carries 0.14; number 93, H, carries 0.17; number 94, C, carries -0.09; number 95, C, carries -0.30; number 96, O, carries 0.14; number 97, C, carries -0.54; number 98, O, carries 0.18; number 99, O, carries 0.06

***

(2)
C20H38N3O7P3STl | ωB97M-V/def2-TZVPD

Cartesian coordinates (Å):
Tl 0.42 0.68 -0.20
N 4.07 3.58 -1.62
C 3.01 2.74 -2.30
C 3.12 2.91 -3.81
P 3.29 1.02 -1.66
O 4.25 0.32 -2.72
O 4.00 1.23 -0.37
O 1.97 0.26 -1.71
P 1.44 3.50 -1.64
O 0.30 2.95 -2.62
O 1.68 4.96 -1.72
O 1.19 2.83 -0.29
H 4.30 3.10 -0.73
H 3.69 4.53 -1.46
H 4.92 3.64 -2.18
H 4.11 2.62 -4.17
H 2.91 3.94 -4.10
H 2.39 2.27 -4.30
H 3.79 -0.23 -3.37
H 0.07 3.57 -3.32
C -4.17 -2.66 1.24
C -4.29 -2.33 -0.24
N -3.66 -1.04 -0.58
C -4.56 0.10 -0.72
C -5.15 0.21 -2.12
C -2.35 -1.00 -0.80
S -1.71 0.53 -1.43
N -1.68 -2.13 -0.71
C -0.42 -2.36 -0.38
O 0.31 -1.58 0.30
C 0.15 -3.68 -0.77
C 1.53 -3.85 -0.73
C 2.09 -5.06 -1.10
C 1.27 -6.11 -1.50
C -0.11 -5.94 -1.54
C -0.67 -4.73 -1.18
H -4.70 -3.58 1.46
H -4.60 -1.87 1.86
H -3.12 -2.79 1.51
H -5.34 -2.24 -0.53
H -3.83 -3.10 -0.85
H -4.03 1.01 -0.45
H -5.35 -0.04 0.02
H -4.36 0.34 -2.86
H -5.82 1.07 -2.17
H -5.72 -0.68 -2.38
H 2.16 -3.02 -0.41
H 3.16 -5.19 -1.07
H 1.71 -7.06 -1.77
H -0.75 -6.76 -1.84
H -1.74 -4.58 -1.21
C 0.15 -0.67 4.67
C 0.23 -0.72 3.14
P 0.53 0.89 2.37
C 2.03 1.56 3.15
C 2.67 2.75 2.43
C -0.87 1.95 2.88
C -1.24 3.07 1.90
H -0.05 -1.66 5.06
H -0.66 -0.02 5.01
H 1.08 -0.32 5.11
H -0.69 -1.11 2.70
H 1.02 -1.39 2.80
H 2.73 0.72 3.22
H 1.73 1.82 4.16
H 3.06 2.44 1.46
H 3.49 3.13 3.04
H 1.95 3.55 2.27
H -0.61 2.36 3.86
H -1.72 1.28 3.03
H -0.39 3.73 1.69
H -2.05 3.67 2.31
H -1.58 2.67 0.95

As for the multiplicity: 1. The charge is +1. Its max |F| is 0.0085 hartree/bohr. Its LUMO energy is -2.96 eV.

Formally, the Löwdin partial charges of the atoms, in units of the elementary charge, are as follows: number 1, Tl, carries 0.72; number 2, N, carries 0.18; number 3, C, carries -0.48; number 4, C, carries -0.07; number 5, P, carries 0.34; number 6, O, carries -0.10; number 7, O, carries -0.29; number 8, O, carries -0.36; number 9, P, carries 0.31; number 10, O, carries -0.14; number 11, O, carries -0.27; number 12, O, carries -0.40; number 13, H, carries 0.13; number 14, H, carries 0.14; number 15, H, carries 0.17; number 16, H, carries 0.09; number 17, H, carries 0.09; number 18, H, carries 0.09; number 19, H, carries 0.10; number 20, H, carries 0.10; number 21, C, carries -0.06; number 22, C, carries -0.19; number 23, N, carries -0.11; number 24, C, carries -0.24; number 25, C, carries -0.07; number 26, C, carries -0.65; number 27, S, carries 0.75; number 28, N, carries 0.13; number 29, C, carries -0.42; number 30, O, carries -0.14; number 31, C, carries -0.14; number 32, C, carries -0.01; number 33, C, carries -0.07; number 34, C, carries -0.07; number 35, C, carries -0.07; number 36, C, carries -0.02; number 37, H, carries 0.08; number 38, H, carries 0.08; number 39, H, carries 0.07; number 40, H, carries 0.12; number 41, H, carries 0.11; number 42, H, carries 0.08; number 43, H, carries 0.12; number 44, H, carries 0.07; number 45, H, carries 0.08; number 46, H, carries 0.08; number 47, H, carries 0.12; number 48, H, carries 0.11; number 49, H, carries 0.11; number 50, H, carries 0.11; number 51, H, carries 0.10; number 52, C, carries -0.12; number 53, C, carries -0.38; number 54, P, carries 0.95; number 55, C, carries -0.35; number 56, C, carries -0.13; number 57, C, carries -0.36; number 58, C, carries -0.14; number 59, H, carries 0.08; number 60, H, carries 0.07; number 61, H, carries 0.07; number 62, H, carries 0.08; number 63, H, carries 0.09; number 64, H, carries 0.10; number 65, H, carries 0.09; number 66, H, carries 0.03; number 67, H, carries 0.08; number 68, H, carries 0.07; number 69, H, carries 0.09; number 70, H, carries 0.09; number 71, H, carries 0.06; number 72, H, carries 0.08; number 73, H, carries 0.04